{
  "formula": "C4H7I3O2",
  "method": "ωB97M-V/def2-TZVPD",
  "relative_energy_kj_mol": 10.6,
  "spin_multiplicity": 1,
  "energy_ha": -1199.99470,
  "symbols": ["C", "C", "C", "C", "O", "O", "I", "I", "I", "H", "H", "H", "H", "H", "H", "H"],
  "coordinates": [[0.5587, 1.0941, 1.8024], [0.8823, -0.2491, 1.0729], [1.3969, -0.1781, -1.2598], [-2.1543, -0.6647, -0.6433], [1.1623, 0.0384, -2.4429], [0.5007, -0.1535, -0.2783], [-4.0230, -0.1300, 0.1476], [-1.7772, -2.7165, -0.6771], [-2.0488, -0.0197, -3.0979], [0.4461, 0.9036, 2.8991], [1.1944, 1.9937, 1.7045], [-0.2897, 1.7648, 1.5159], [0.2214, -0.9331, 1.5371], [1.9705, -0.5987, 1.2388], [2.5298, -0.3811, -0.9208], [-0.5699, 0.2299, -2.5980]],
  "forces_ev_per_angstrom": [[0.015, 1.604, 0.886], [1.153, 1.897, 1.195], [2.394, 0.134, -0.303], [0.284, 0.702, 0.211], [-0.032, -0.386, 2.149], [0.765, 0.019, -1.787], [-0.526, -0.153, 0.066], [-0.148, -0.836, 0.145], [-1.393, 0.040, -0.645], [0.148, 0.097, -0.888], [1.313, -1.110, 0.008], [-0.586, -1.940, -0.285], [-0.502, -1.131, 0.150], [-1.609, 0.658, -0.499], [-2.307, 0.272, -0.426], [1.031, 0.135, 0.022]]
}

{
  "formula": "C20H33CdCl2N4O3S",
  "method": "ωB97M-V/def2-TZVPD",
  "total_charge": -1,
  "relative_energy_kj_mol": 6.4,
  "spin_multiplicity": 1,
  "energy_ha": -2712.98879,
  "symbols": ["O", "C", "C", "C", "H", "C", "H", "C", "H", "C", "H", "C", "H", "H", "C", "C", "H", "H", "H", "C", "C", "H", "H", "H", "H", "Cd", "Cl", "Cl", "H", "H", "C", "C", "N", "H", "C", "O", "H", "H", "H", "H", "H", "H", "C", "C", "N", "H", "C", "O", "H", "H", "H", "H", "S", "C", "N", "C", "C", "N", "H", "H", "H", "H", "H", "H"],
  "coordinates": [[1.2777, 0.6330, -3.3234], [1.9755, 1.3968, -3.9815], [2.3132, 1.0812, -5.4346], [1.5387, 0.1273, -6.1300], [0.5737, -0.1839, -5.7163], [2.0178, -0.4612, -7.3085], [1.4382, -1.2482, -7.8035], [3.2365, -0.0280, -7.8475], [3.6291, -0.5024, -8.7506], [3.9391, 1.0232, -7.2498], [4.8690, 1.3941, -7.7066], [3.4560, 1.6084, -6.0657], [3.9734, 2.4564, -5.6064], [2.3974, 2.3778, -3.6245], [2.9804, -1.3876, 0.2794], [1.9943, -0.9696, 1.2672], [3.8538, -1.8001, 0.8032], [3.3067, -0.5745, -0.3899], [2.5373, -2.1782, -0.3459], [1.9325, -0.9855, 2.5763], [2.9590, -1.5438, 3.5596], [1.0487, -0.5723, 3.0870], [3.8452, -1.9276, 3.0600], [2.5234, -2.3587, 4.1473], [3.2920, -0.7892, 4.2776], [-0.0848, -0.4530, 0.2221], [-0.2667, -2.4194, -1.2352], [0.8628, 1.5909, -0.7727], [-2.8036, 0.1047, -3.7151], [-4.3524, -2.0043, -3.3587], [-2.3082, -0.2026, -2.7816], [-3.8036, -2.1576, -2.4182], [-3.2794, -0.8906, -1.9237], [-1.8968, 0.6679, -2.2576], [-3.4170, -0.5638, -0.6165], [-2.6419, 0.1930, 0.0003], [-4.4791, -2.5662, -1.6598], [-4.2979, -1.0587, -0.1403], [-1.4877, -0.9035, -2.9998], [-2.9696, -2.8576, -2.5824], [-1.3398, 3.6800, 4.3610], [-1.9376, 5.0381, 2.0967], [-0.4663, 3.3255, 3.7955], [-1.0252, 4.5785, 1.6764], [-0.7418, 3.3117, 2.3596], [-0.2314, 2.2978, 4.0827], [-0.6798, 2.1418, 1.7086], [-0.3874, 1.0421, 2.2435], [-1.1722, 4.3869, 0.6048], [-0.8680, 2.1956, 0.6273], [0.3859, 3.9821, 4.0208], [-0.1750, 5.2720, 1.8068], [-1.5959, -2.2190, 2.0719], [-1.6966, -1.9884, 3.7341], [-2.5791, -1.2294, 4.4451], [-2.3592, -1.2517, 5.8938], [-1.2181, -2.2672, 6.0450], [-0.9097, -2.6157, 4.6590], [-3.3335, -0.7013, 4.0065], [-3.2714, -1.5566, 6.4300], [-2.0308, -0.2665, 6.2654], [-1.5358, -3.1432, 6.6319], [-0.3339, -1.8112, 6.5122], [-0.1800, -3.2687, 4.3879]],
  "forces_ev_per_angstrom": [[1.667, 1.568, -1.967], [-1.372, -1.023, -0.040], [-0.019, -0.263, -0.383], [0.345, -0.293, 0.031], [0.526, 0.002, 0.060], [-0.069, 0.553, 0.248], [0.241, 0.354, 0.195], [-0.013, 0.056, 0.111], [-0.106, 0.171, 0.287], [-0.178, 0.266, 0.096], [-0.519, -0.188, 0.249], [-0.202, -0.464, 0.104], [0.012, -0.415, -0.056], [-0.270, -0.701, 0.334], [0.971, -0.770, 0.232], [-3.108, 1.059, -1.182], [0.548, -0.172, -0.378], [-0.239, -0.166, 0.268], [0.211, 0.214, 0.035], [0.603, -0.304, 1.379], [-0.061, 0.222, -0.137], [0.221, -0.254, -0.180], [0.121, -0.108, -0.086], [0.008, -0.109, 0.043], [0.033, 0.101, 0.092], [1.594, -0.353, 0.950], [-0.460, -0.535, -0.512], [0.036, 1.155, -0.257], [0.044, -0.049, 0.234], [0.099, -0.059, 0.185], [0.177, -0.410, 0.193], [0.001, 0.346, 0.063], [-0.157, 0.238, 0.169], [-0.112, -0.262, -0.133], [1.419, 0.421, 0.156], [-1.466, -0.659, -0.770], [0.084, -0.057, -0.204], [0.565, 0.193, -0.036], [-0.127, 0.359, 0.028], [-0.216, 0.176, 0.104], [0.111, -0.037, -0.123], [0.316, -0.094, -0.166], [-0.022, 0.170, -0.362], [0.129, -0.502, 0.303], [-0.037, 0.653, 0.695], [0.001, 0.207, -0.010], [0.309, -2.134, 0.242], [-0.996, 2.245, -0.690], [0.084, 0.020, 0.350], [-0.153, 0.221, 0.379], [-0.139, -0.140, -0.049], [-0.336, -0.210, -0.085], [-0.376, -0.159, 1.077], [0.105, -0.431, -0.104], [-0.404, 0.328, -0.023], [-0.112, 0.373, -0.329], [0.408, -0.277, -0.274], [-0.063, -0.094, -0.022], [0.782, -0.388, 0.093], [0.293, 0.109, -0.131], [-0.273, -0.240, -0.130], [0.185, 0.183, -0.173], [-0.272, -0.164, 0.062], [-0.370, 0.525, -0.055]]
}